The following is a quantum chemistry calculation of 3 unconnected molecules or ions with the total composition C6H14N2O, from the OMol25 dataset.

CARTESIAN COORDINATES (ANGSTROEM)
C (-0.3704, 0.6780, 0.2894)
C (0.5180, -0.1278, -0.3881)
C (-0.1146, 1.0199, -1.1375)
C (2.2685, 0.6270, 0.4940)
C (-1.9574, -0.6616, 0.1368)
C (0.8777, -1.5354, -0.6881)
N (-0.4670, 1.3839, 1.4646)
N (-2.7649, -0.5016, -1.0045)
O (2.3169, 0.2211, 1.8618)
H (1.9526, -0.6587, 1.9950)
H (-0.2855, 2.3726, 1.3697)
H (0.0696, 0.9613, 2.2181)
H (-2.8325, -1.2534, -1.6750)
H (-3.1143, 0.4331, -1.1632)
H (0.5014, 1.8810, -1.3799)
H (-0.8863, 0.8288, -1.8788)
H (2.2802, 1.7203, 0.4688)
H (3.1487, 0.2528, -0.0377)
H (-2.4033, -0.2728, 1.0509)
H (-1.6630, -1.6950, 0.2978)
H (1.7705, -1.5601, -1.3132)
H (0.0625, -2.0355, -1.2144)
H (1.0927, -2.0779, 0.2337)

* highest occupied orbital energy: -6.55 eV
* energy above the lowest of the compared OMol25 structures with the same formula, charge and spin: 149.2 kcal/mol

The following is a quantum chemistry calculation of a gas-phase ion, C6H15N4O (charge +1), from the OMol25 dataset.

CARTESIAN COORDINATES (ANGSTROEM)
C (-2.4362, -0.5217, -1.7270)
C (-2.2890, -0.4321, -0.1730)
N (-0.8888, -0.3432, 0.3063)
C (-0.4316, 0.8358, 0.8316)
C (1.0206, 0.7187, 1.3874)
C (1.9296, 0.7081, -0.2092)
N (1.8586, 1.9218, -0.8168)
N (2.7052, -0.1743, -0.6612)
C (2.6398, -1.5686, -0.2348)
N (-0.8177, 2.0885, 0.7495)
O (-2.0985, 2.5210, 0.3960)
H (-3.2794, -1.0113, -2.0482)
H (-2.4980, 0.5228, -2.1793)
H (-1.6194, -1.0530, -2.3033)
H (-2.7851, -1.2345, 0.3790)
H (-2.7726, 0.5167, 0.1430)
H (-0.4456, -1.2656, 0.4706)
H (1.3475, 1.6142, 1.9789)
H (1.3058, -0.1973, 1.8787)
H (1.5414, 2.7533, -0.3736)
H (2.2824, 1.9251, -1.7186)
H (3.3642, 0.0141, -1.3918)
H (2.9255, -1.4711, 0.7659)
H (1.6438, -1.9020, -0.2956)
H (3.3216, -2.1934, -0.7572)
H (-2.1033, 3.4816, 0.6840)

* highest occupied orbital energy: -11.83 eV
* SMILES string: CCN/C(C/C(N)=[NH+]\C)=N\O
* total charge: +1
* energy above the lowest of the compared OMol25 structures with the same formula, charge and spin: 63.1 kcal/mol

The following is a quantum chemistry calculation of a molecular structure, C25H29BeBr3ClF5N2O7SSi, from the OMol25 dataset.

CARTESIAN COORDINATES (ANGSTROEM)
C (0.2873, 4.1535, -2.6951)
C (-1.1617, 3.7953, -3.0939)
O (-2.1288, 3.6388, -1.9540)
C (-1.1639, 2.5455, -4.0576)
C (-2.2709, 1.5985, -3.8368)
C (-3.5012, 1.6418, -4.6477)
S (-3.7676, 2.9245, -5.9337)
O (-3.2417, 4.1995, -5.5457)
O (-5.1907, 3.0264, -6.0464)
C (-3.2256, 2.3598, -7.6286)
F (-3.7494, 3.2224, -8.4870)
F (-1.9406, 2.2112, -7.7887)
F (-3.8266, 1.1690, -7.8379)
N (-4.4803, 0.8296, -4.5319)
N (-4.3504, -0.0993, -3.6337)
C (-3.3416, -0.3068, -2.7727)
Br (-3.5371, -1.7975, -1.6246)
C (-2.2483, 0.5462, -2.8192)
C (-1.0345, 0.3981, -1.9008)
F (-0.3810, 1.5846, -1.6860)
F (-1.3474, -0.0220, -0.6480)
C (0.0093, -0.5532, -2.5829)
C (0.3645, -1.7910, -1.7064)
Si (1.8436, -1.5075, -0.5380)
C (2.5607, 0.2347, -0.5770)
C (3.1982, -2.7708, -0.9920)
C (1.2837, -1.9351, 1.2301)
C (1.4520, -1.0060, 2.3522)
C (1.0399, -1.3696, 3.5960)
C (0.4425, -2.6146, 3.8390)
C (0.2893, -3.5579, 2.7304)
C (0.7350, -3.1462, 1.4167)
H (0.3212, 5.0163, -2.0060)
H (0.8157, 3.3395, -2.1772)
H (0.8560, 4.3505, -3.6253)
H (-1.5385, 4.6548, -3.6757)
H (-2.9859, 3.9657, -2.2861)
H (-0.2226, 2.0132, -3.8621)
H (-1.0968, 2.8917, -5.1931)
H (-5.1218, -0.7644, -3.5722)
H (-0.3564, -0.7838, -3.5969)
H (0.9483, 0.0094, -2.7323)
H (-0.5428, -2.1775, -1.2044)
H (0.6643, -2.6073, -2.3961)
H (3.4668, 0.3071, 0.0559)
H (2.8424, 0.5461, -1.5947)
H (1.8261, 0.9274, -0.1272)
H (3.8313, -2.9217, -0.1030)
H (2.6872, -3.6943, -1.3102)
H (3.8329, -2.4009, -1.8129)
H (1.9266, -0.0328, 2.1970)
H (1.1765, -0.6569, 4.4149)
H (0.0881, -2.9008, 4.8293)
H (-0.1573, -4.5417, 2.8718)
H (0.6296, -3.8452, 0.5832)
O (-1.7738, -1.7343, 2.9389)
Cl (-2.8123, -2.2120, 2.0400)
O (-3.4742, -1.0894, 1.4359)
O (-3.7595, -2.9971, 2.7778)
O (-2.2074, -3.0347, 1.0028)
Be (-1.1382, 4.3397, -0.5645)
C (4.3848, -0.3445, 7.3459)
C (4.5220, -0.0146, 8.6872)
C (3.5828, -0.4543, 9.6107)
C (2.5108, -1.2321, 9.1944)
C (2.3756, -1.5651, 7.8536)
C (3.3099, -1.1180, 6.9287)
H (5.1157, 0.0013, 6.6252)
H (5.3615, 0.5867, 9.0134)
H (3.6867, -0.1912, 10.6560)
H (1.7810, -1.5788, 9.9154)
H (1.5394, -2.1738, 7.5295)
H (3.2009, -1.3741, 5.8809)
Br (1.8934, -4.5144, 3.8905)
Br (0.3933, 2.4045, -6.0373)

* highest occupied orbital energy: -5.65 eV

The following is a quantum chemistry calculation of a single C4H9N3O5S molecule, from the OMol25 dataset.

CARTESIAN COORDINATES (ANGSTROEM)
C (-1.8189, 0.1464, -1.7146)
C (-1.8402, 1.4858, 0.5220)
C (3.0933, -1.3069, 0.8240)
C (-1.0507, 0.6705, -0.5032)
N (0.7540, -0.5691, 0.2558)
N (-0.4520, -0.4338, 0.3325)
N (0.1269, 1.5633, -1.0276)
O (-1.2712, -1.0208, 1.0309)
O (0.4604, 1.3846, -2.1548)
O (0.6188, 2.3323, -0.2548)
O (1.1408, -1.5012, 2.4980)
O (1.1177, -2.9638, 0.4304)
S (1.4317, -1.7558, 1.1462)
H (-1.2427, -0.2346, -2.4348)
H (-2.3491, 0.9263, -2.2386)
H (-2.6187, -0.5392, -1.5631)
H (-1.2184, 1.9903, 1.3627)
H (-2.5228, 0.8333, 1.1586)
H (-2.3543, 2.2980, 0.0844)
H (2.9759, -0.2577, 1.0633)
H (3.9701, -1.6653, 1.3357)
H (3.0491, -1.3827, -0.1530)

* highest occupied orbital energy: -10.97 eV
* energy above the lowest of the compared OMol25 structures with the same formula, charge and spin: 0.0 kcal/mol